43
Properties=species:S:1:pos:R:3 method="wB97M-V/def2-TZVPD" total_charge=+3 s_squared=0.762 e_above_lowest_kj_mol=0.0 e_homo_ev="-17.05 / -17.76" multiplicity=2 lumo_energy_ha="-0.390 / -0.392" orbital_gap_ev="6.4 / 7.1" largest_force_ha_per_bohr=0.0110
Re 0.3735 -0.5920 -0.1279
C -3.1604 -2.2534 -3.5362
N -2.9475 -0.8901 -3.0182
C -3.4096 0.2706 -3.6142
C -2.9968 1.3069 -2.8652
N -2.2767 0.7707 -1.7910
C -2.2560 -0.5809 -1.9283
S -1.4357 -1.7170 -0.9135
C -1.8613 1.5351 -0.6727
C -2.6269 2.6382 -0.3405
C -2.2420 3.4575 0.7050
C -1.0857 3.1441 1.4073
C -0.3896 2.0216 1.0459
N -0.7480 1.1939 0.0233
H -3.9198 -2.2029 -4.3099
H -3.5084 -2.8980 -2.7336
H -2.2323 -2.6355 -3.9551
H -3.9785 0.2551 -4.5286
H -3.1242 2.3645 -3.0123
H -3.5406 2.8374 -0.8807
H -2.8442 4.3161 0.9733
H -0.7388 3.7515 2.2312
H 0.4979 1.7301 1.5846
C 4.8406 -0.5798 4.3835
C 3.9479 -0.3225 3.2260
C 4.0947 0.6998 2.3170
C 3.1697 0.8644 1.2829
N 2.1202 0.0226 1.1869
C 2.0035 -0.9838 2.0511
S 0.6644 -2.0295 1.6601
N 2.8747 -1.1532 3.0491
C 3.2998 1.9570 0.2847
H 5.8217 -0.1433 4.2139
H 4.9504 -1.6468 4.5802
H 4.4140 -0.1131 5.2772
H 4.9362 1.3734 2.4029
H 2.7492 -1.9379 3.6842
H 4.2833 1.9043 -0.1880
H 3.2495 2.9285 0.7824
H 2.5339 1.8945 -0.4846
S 3.0497 -1.6951 -3.6435
C 2.2480 -1.1820 -2.4522
N 1.6341 -0.7546 -1.4742

=====

40
Properties=species:S:1:pos:R:3 method="wB97M-V/def2-TZVPD" e_above_lowest_kj_mol=374.4 e_homo_ev=-7.46 lumo_energy_ha=0.005 orbital_gap_ev=7.6 largest_force_ha_per_bohr=0.0955
C -1.1192 -3.1593 -4.6219
N -0.1341 -2.4235 -3.8526
N -0.1867 -2.5753 -2.4687
C -0.1754 -1.5651 -1.7010
N -0.2508 -0.3378 -2.4061
N -0.1298 0.9585 -1.8427
C -0.0499 1.1559 -0.5175
N 0.1321 2.4548 0.0499
N -0.5541 3.5081 -0.4143
C -0.0528 4.5937 0.1430
C -0.4019 5.9899 -0.1915
C 0.9094 4.2898 1.0700
C 0.9718 2.9026 1.1800
C 1.9048 2.2100 2.1515
C -0.0889 -0.0445 0.3737
N -0.2631 -0.2356 1.7711
C -0.3114 -1.6765 2.0786
C -0.3060 -2.3230 3.2467
C -0.3428 -3.7303 3.2646
C -0.3625 -4.4762 2.1391
C -0.1505 -3.7712 0.9178
C -0.1342 -2.3336 0.9063
C -0.1304 -1.3378 -0.2048
H -1.0884 -2.8469 -5.6361
H -0.8210 -4.2619 -4.5652
H -2.1781 -2.9979 -4.2075
H 0.7398 -2.4275 -4.3494
H -0.1259 -0.5840 -3.3874
H -1.0159 5.9228 -1.0410
H 0.5885 6.4033 -0.5178
H -0.7814 6.5400 0.6444
H 1.4346 5.0952 1.6471
H 2.2998 2.9569 2.8077
H 1.2652 1.5948 2.7439
H 2.6729 1.6354 1.6493
H -0.3453 0.5020 2.4950
H -0.3683 -1.8375 4.2197
H -0.4391 -4.0141 4.3079
H -0.4761 -5.5059 2.1970
H -0.1346 -4.2484 -0.0789

=====

35
Properties=species:S:1:pos:R:3 method="wB97M-V/def2-TZVPD" e_above_lowest_kj_mol=52.3 e_homo_ev=-7.95 lumo_energy_ha=0.028 smiles=Cc1c[nH]c2ccccc12.Cc1ccc(O)cc1 orbital_gap_ev=8.7 largest_force_ha_per_bohr=0.0307
C -2.7122 -1.9622 3.7344
C -1.2331 -1.7987 3.6072
C -0.3140 -2.7304 3.9547
N 0.9576 -2.3043 3.5934
C 0.8297 -1.1461 2.8656
C 1.7963 -0.4225 2.1617
C 1.3274 0.7027 1.5255
C -0.0081 1.1361 1.5410
C -0.9173 0.4324 2.2951
C -0.5099 -0.7311 2.9594
H -3.0540 -2.9974 3.6642
H -3.2001 -1.4858 2.8733
H -3.1485 -1.5734 4.6560
H -0.4535 -3.7211 4.3505
H 1.7729 -2.8869 3.5161
H 2.8319 -0.7277 2.2193
H 2.0299 1.2799 0.9437
H -0.2829 1.9169 0.8520
H -1.9691 0.7068 2.3690
C -0.4855 3.8801 -3.2352
C -0.0773 2.4396 -3.4268
C -0.6688 1.6253 -4.3872
C -0.3741 0.2773 -4.4900
C 0.5009 -0.2670 -3.5661
O 0.6916 -1.6351 -3.6274
C 1.1506 0.5129 -2.6233
C 0.8231 1.8723 -2.5363
H -1.2575 3.9897 -2.4648
H -0.9925 4.2492 -4.1277
H 0.3760 4.4716 -2.9659
H -1.3541 2.0782 -5.0904
H -0.7180 -0.2631 -5.3575
H 1.4139 -1.8599 -3.0129
H 1.5653 0.0225 -1.7362
H 1.1829 2.4596 -1.7007

=====

36
Properties=species:S:1:pos:R:3 method="wB97M-V/def2-TZVPD" e_above_lowest_kj_mol=24.5 e_homo_ev=-8.47 lumo_energy_ha=0.024 smiles="CCNC(=O)c1ccccc1SCc1ccccc1" orbital_gap_ev=9.1 largest_force_ha_per_bohr=0.0109
C 3.6058 3.7287 0.6118
C 2.8191 3.2493 -0.6024
N 2.3052 1.9145 -0.4048
C 2.6346 0.8764 -1.2038
O 3.4158 0.9676 -2.1305
C 1.9903 -0.4231 -0.8362
C 2.7934 -1.5573 -0.8671
C 2.2828 -2.8030 -0.5549
C 0.9471 -2.9237 -0.2103
C 0.1275 -1.8103 -0.1947
C 0.6349 -0.5590 -0.5199
S -0.4331 0.8590 -0.5594
C -2.0343 0.1550 -1.1083
C -2.8680 -0.4318 -0.0117
C -3.4989 -1.6576 -0.1896
C -4.2851 -2.1923 0.8159
C -4.4460 -1.5101 2.0096
C -3.8199 -0.2885 2.1933
C -3.0373 0.2483 1.1880
H 3.9921 4.7283 0.4333
H 4.4420 3.0616 0.8066
H 2.9685 3.7555 1.4937
H 3.4620 3.2042 -1.4842
H 1.9856 3.9316 -0.8038
H 1.6910 1.7686 0.3804
H 3.8286 -1.4361 -1.1485
H 2.9204 -3.6734 -0.5798
H 0.5336 -3.8878 0.0464
H -0.9101 -1.9171 0.0801
H -2.5422 1.0163 -1.5488
H -1.8211 -0.5702 -1.8936
H -3.3741 -2.1945 -1.1201
H -4.7701 -3.1456 0.6661
H -5.0566 -1.9299 2.7949
H -3.9418 0.2481 3.1225
H -2.5418 1.1980 1.3297

=====

45
Properties=species:S:1:pos:R:3 method="wB97M-V/def2-TZVPD" s_squared=2.015 e_above_lowest_kj_mol=44.9 e_homo_ev="-3.15 / -8.36" multiplicity=3 lumo_energy_ha="0.018 / -0.056" orbital_gap_ev="3.6 / 6.8" largest_force_ha_per_bohr=0.0619
H -0.4808 2.2545 0.8466
N 0.1234 1.1270 -0.8489
B 0.9988 0.4931 -3.2360
N 0.7666 1.4621 -2.0384
C 1.0588 2.7769 -2.0067
Pt -0.7499 -0.7479 -0.3453
H 1.5377 3.2315 -2.8649
C 0.6165 3.3088 -0.8127
H 0.6971 4.3287 -0.4598
C 0.0120 2.2554 -0.1071
H 1.3041 1.0418 -4.2465
C -1.9959 -1.7261 0.8380
H -2.8327 -1.1638 1.2780
H -1.5158 -2.3618 1.6067
H -2.4389 -2.4180 0.1035
N -0.4285 -0.2004 -3.3474
N 2.1335 -0.5288 -2.7740
N -1.2238 -0.5218 -2.2407
N 1.7043 -1.0712 -1.5943
C -1.2475 -0.1641 -4.4212
C 3.4057 -0.9800 -2.9692
H -0.8248 0.1654 -5.3581
H 4.0068 -0.7247 -3.8322
C -2.5313 -0.5260 -4.0366
C 3.7248 -1.8656 -1.9175
C -2.4959 -0.7260 -2.6624
C 2.6075 -1.8816 -1.0648
H -3.3954 -0.6173 -4.6708
H 4.5991 -2.4579 -1.7737
H -3.2762 -0.9755 -1.9435
H 2.3895 -2.4247 -0.1639
H 0.7576 -0.8114 -1.2861
O 0.3884 -0.9984 2.5606
B -0.4059 -0.3163 1.5841
O -1.0262 0.8115 2.2269
C -0.6615 0.7646 3.5311
C -1.2603 1.4663 4.5608
C -1.1200 0.9291 5.8424
C -0.3981 -0.2469 6.0508
C 0.2766 -0.9067 5.0147
C 0.1431 -0.3725 3.7429
H -1.8351 2.3629 4.3378
H -1.5845 1.4547 6.6783
H -0.3646 -0.6769 7.0493
H 0.8416 -1.8221 5.1704

=====

43
Properties=species:S:1:pos:R:3 method="wB97M-V/def2-TZVPD" total_charge=+2 e_above_lowest_kj_mol=72.0 e_homo_ev="-15.30 / -15.30" lumo_energy_ha="-0.296 / -0.297" orbital_gap_ev="7.2 / 7.2" largest_force_ha_per_bohr=0.0335
Pd 0.4718 -1.0827 -0.8177
Br -0.7488 -3.4425 -1.7432
C 0.9233 -3.9435 -2.5914
Br 2.1769 -2.5014 -2.4077
H 0.7436 -4.1295 -3.6420
H 1.3165 -4.8105 -2.0772
O 0.1181 2.7311 5.7215
N -0.0799 2.8797 4.5426
O -0.4319 3.9072 3.9974
C 0.0642 1.6859 3.6775
C -0.1540 0.4953 4.2537
C -0.1204 -0.7035 3.4633
C -0.3154 -1.9879 4.0033
C -0.2752 -3.0753 3.1690
C -0.0729 -2.8702 1.8001
N 0.1022 -1.6665 1.2760
C 0.1064 -0.6006 2.0982
C 0.4096 0.6696 1.5061
N 0.7753 0.6744 0.1921
C 1.2035 1.8058 -0.3522
C 1.2470 3.0019 0.3572
C 0.8354 3.0260 1.6644
C 0.4136 1.8305 2.2816
H -0.3629 0.4427 5.3142
H -0.4890 -2.1045 5.0660
H -0.3971 -4.0806 3.5465
H -0.0732 -3.7082 1.1167
H 1.5483 1.7552 -1.3720
H 1.6043 3.8988 -0.1284
H 0.8547 3.9476 2.2244
C 0.8075 1.4941 -3.8067
Sb -0.5173 0.1763 -2.8360
C -2.2133 1.2921 -2.2916
C -1.1713 -1.0109 -4.4393
H 0.3459 1.7630 -4.7567
H 1.7516 0.9858 -3.9891
H 0.9676 2.3950 -3.2224
H -2.7529 1.5179 -3.2108
H -1.9078 2.2123 -1.7982
H -2.8404 0.7028 -1.6273
H -1.6290 -0.3253 -5.1524
H -1.9082 -1.7349 -4.1033
H -0.3266 -1.5123 -4.9060